Entry 1:
C15H19NO2 | ωB97M-V with the def2-TZVPD basis set

Structure (SMILES): CCN1C(=O)c2cccc(CCC(C)C)c2C1=O
Frontier orbital gap (eV): 7.6

```
! RIJCOSX wB97M-V def2-TZVPD def2/J DEFGRID3
* xyz 0 1
C 2.7114 -1.6740 0.5559
C 2.4607 -2.1103 -1.0042
N 1.0557 -2.5774 -1.3203
C 0.3938 -3.5250 -0.3246
O 0.6696 -4.8304 -0.0591
C -0.7764 -2.5635 0.3042
C -1.7572 -2.7184 1.6099
C -2.8508 -1.5142 1.9776
C -2.9819 -0.1086 1.0803
C -1.9502 0.0606 -0.2246
C -1.9055 1.3866 -1.1964
C -1.4335 2.6591 -0.2830
C 0.1800 2.9000 -0.1778
C 1.1124 1.8329 -0.9974
C 0.7462 2.8876 1.3957
C -0.9243 -1.1747 -0.5546
C 0.1838 -1.4120 -1.7395
O 0.3190 -0.7666 -2.9034
H 3.1922 -2.5710 1.1800
H 3.5612 -0.8359 0.5422
H 1.7898 -1.1844 1.0906
H 3.2914 -2.8845 -1.2895
H 2.6478 -1.1453 -1.6800
H -1.6644 -3.6785 2.2738
H -3.5926 -1.5874 2.9069
H -3.7521 0.7441 1.3197
H -1.3280 1.2429 -2.2028
H -3.0396 1.6008 -1.5028
H -1.8217 2.4405 0.8213
H -1.9390 3.6269 -0.7100
H 0.3839 4.0041 -0.5748
H 0.8197 1.7004 -2.1387
H 2.2212 2.2736 -1.0171
H 1.1769 0.8271 -0.4029
H 0.6166 1.8359 1.9144
H 0.2646 3.7571 2.0405
H 1.9192 3.0820 1.2903
*
```

natural (NBO) population analysis, charges in e, atoms 1 to 6: -0.673, -0.230, -0.541, 0.684, -0.525, -0.117

Entry 2:
C15H19NO3 | ωB97M-V with the def2-TZVPD basis set

Structure (SMILES): NCCCc1cccc2c1C(=O)C=CC2=O.CCO
Frontier orbital gap (eV): 8.3

```
! RIJCOSX wB97M-V def2-TZVPD def2/J DEFGRID3
* xyz 0 1
N 0.3674 -0.8269 0.7823
C 1.3309 0.0336 0.0782
C 0.8043 1.4772 -0.1157
C -0.7089 1.6660 0.0324
C -1.5542 0.8155 -0.8883
C -1.0835 0.5351 -2.1713
C -1.7952 -0.2560 -3.0630
C -3.0209 -0.7854 -2.6939
C -3.5370 -0.4838 -1.4439
C -2.8170 0.3084 -0.5330
C -3.4748 0.5781 0.7886
O -2.8870 0.8080 1.8204
C -4.9676 0.5154 0.7996
C -5.6308 -0.2554 -0.0608
C -4.8834 -1.0250 -1.0833
O -5.3407 -2.0188 -1.6035
H -0.3129 -1.2000 0.1291
H 0.8521 -1.6384 1.1477
H 2.2249 0.0845 0.6954
H 1.6197 -0.3738 -0.8975
H 1.1374 1.8403 -1.0916
H 1.2816 2.1337 0.6146
H -0.9300 2.7166 -0.1937
H -0.9887 1.5019 1.0649
H -0.1273 0.9362 -2.4803
H -1.3938 -0.4646 -4.0464
H -3.5886 -1.4159 -3.3641
H -5.4892 1.0524 1.5816
H -6.7063 -0.3720 -0.0144
C 6.6240 -0.7751 1.9988
C 5.1596 -0.3818 2.0299
O 4.5636 -0.4031 0.7344
H 7.1808 -0.1128 1.3356
H 7.0636 -0.7225 2.9956
H 6.7423 -1.7968 1.6301
H 5.0463 0.6409 2.3869
H 4.6037 -1.0371 2.7091
H 4.6356 -1.2986 0.3895
*
```

natural (NBO) population analysis, charges in e, atoms 1 to 6: -0.838, -0.233, -0.395, -0.454, 0.022, -0.206

Entry 3:
C15H20BBrCo2NO6 | ωB97M-V with the def2-TZVPD basis set

Expectation value of S²: 0.849
Frontier orbital gap (alpha / beta) (eV): 3.6 / 4.4

```
! RIJCOSX wB97M-V def2-TZVPD def2/J DEFGRID3
* xyz 0 2
C 4.1260 2.0628 -4.2412
C 4.2559 3.4006 -3.5490
N 4.7948 4.4329 -4.4869
C 6.2342 4.0895 -4.8529
C 7.1137 3.7001 -3.6552
C 3.9299 4.5955 -5.7426
C 4.4130 5.9569 -6.1956
B 4.6962 6.0178 -4.2530
Br 3.1195 6.4980 -3.1730
H 5.9493 6.0422 0.5204
H 3.6994 1.3174 -3.5573
H 3.4608 2.1388 -5.1076
H 5.0897 1.6823 -4.6035
H 3.3009 3.7597 -3.1785
H 4.9267 3.3477 -2.6930
H 6.2552 3.2811 -5.6138
H 6.6752 5.0047 -5.2746
H 8.0902 3.3874 -4.0461
H 7.3320 4.5283 -2.9696
H 6.7591 2.8585 -3.0490
H 4.1203 3.7794 -6.4652
H 2.8794 4.6185 -5.4000
H 3.6889 6.4741 -6.8242
H 4.3663 6.7361 -5.3538
H 5.4225 5.9276 -6.6221
H 5.7495 6.5218 -3.9799
O 10.6170 2.7750 0.6785
C 9.9419 3.0815 1.5686
Co 8.8548 3.4867 2.8669
C 7.6872 2.1727 2.8014
O 7.0242 1.2248 2.8490
C 9.9411 3.4555 4.2127
O 10.6229 3.3482 5.1390
C 8.1458 4.9327 1.8760
C 6.9176 4.6398 1.3298
C 6.2238 5.0751 0.1522
Co 6.6862 4.9620 3.0414
C 5.3220 3.8698 2.8378
O 4.3862 3.2062 2.6787
C 5.6993 6.5318 3.2060
O 5.0052 7.4295 3.4199
C 7.1676 4.7501 4.7001
O 7.2474 4.7211 5.8526
H 8.6524 5.8255 1.5352
H 5.3508 4.4340 -0.0963
H 6.8692 5.0864 -0.7471
*
```

natural (NBO) population analysis, charges in e, atoms 1 to 6: -0.639, -0.224, -0.419, -0.220, -0.651, -0.225

Entry 4:
C15H20BCl4N3O | ωB97M-V with the def2-TZVPD basis set

Frontier orbital gap (eV): 9.0

```
! RIJCOSX wB97M-V def2-TZVPD def2/J DEFGRID3
* xyz 0 1
Cl 1.0556 -1.0458 -4.1172
B 1.9666 -0.0483 -2.8042
Cl 3.8074 -0.4199 -2.8854
Cl 1.7836 1.8034 -3.2200
O 1.3426 -0.4675 -1.5138
C 1.3173 0.2476 -0.3709
C 2.6652 -0.0664 0.3855
C 3.4556 0.9724 0.9072
C 4.7431 0.7704 1.4279
C 5.3376 -0.4901 1.3543
Cl 6.9504 -0.7359 1.9059
C 4.5888 -1.5496 0.8389
C 3.3065 -1.3262 0.3163
H 1.1839 1.3643 -0.4879
H 3.0850 1.9974 0.8538
H 5.3095 1.6053 1.8238
H 5.0541 -2.5348 0.7901
H 2.8498 -2.1436 -0.2533
C -1.2984 0.7068 -2.3703
N -2.1737 0.5837 -1.2455
C -3.5810 0.4929 -1.6516
C -4.4654 0.8336 -0.4758
C -4.1003 -0.1165 0.6172
N -2.6586 -0.1000 0.8791
C -2.3938 -0.7093 2.1521
C -0.9329 -0.9340 2.3432
C -0.0900 0.1225 1.6877
N -0.3349 0.0804 0.2769
C -1.6978 0.1708 -0.0317
H -0.3120 0.9694 -1.9857
H -1.2399 -0.2279 -2.9551
H -1.6522 1.5136 -3.0237
H -3.7495 1.2005 -2.4746
H -3.8089 -0.5409 -2.0139
H -4.3125 1.8793 -0.1739
H -5.5165 0.7156 -0.7431
H -4.6156 0.1548 1.5502
H -4.3889 -1.1589 0.3574
H -2.8502 -0.0518 2.9138
H -2.9230 -1.6733 2.1839
H -0.7069 -1.0156 3.4056
H -0.6833 -1.8782 1.8428
H -0.2778 1.1351 2.0848
H 0.9613 -0.0853 1.8990
*
```

natural (NBO) population analysis, charges in e, atoms 1 to 6: -0.284, 0.461, -0.273, -0.304, -0.737, 0.380

Taking the records one at a time from the top gives energy above the lowest of the compared OMol25 structures with the same formula, charge and spin values of 1318.92, 236.23, 83.55, 109.71 kJ/mol.